1.
{
  "formula": "C5H11N",
  "method": "ωB97M-V/def2-TZVPD",
  "species": ["C", "C", "C", "C", "C", "N", "H", "H", "H", "H", "H", "H", "H", "H", "H", "H", "H"],
  "positions_angstrom": [[1.75877, -0.86067, 0.45050], [0.79433, 0.05125, 0.05532], [1.17703, 1.49578, -0.24812], [-0.68447, -0.19460, 0.20133], [-1.47757, -0.00126, -1.04566], [-0.98626, -1.42999, 0.85461], [1.40510, -1.86610, 0.75289], [2.80268, -0.61079, 0.37024], [2.27494, 1.54764, -0.24425], [0.84061, 1.86504, -1.20550], [0.69342, 2.15245, 0.50868], [-1.09124, 0.57675, 0.88390], [-2.54894, -0.11509, -0.82294], [-1.08658, -0.69828, -1.85524], [-1.34268, 1.01883, -1.41061], [-1.98494, -1.52726, 0.96170], [-0.54420, -1.40371, 1.79313]],
  "orbital_gap_ev": 9.94,
  "de_lowest_kcal_mol": 21.0
}

***

2.
{
  "formula": "C19H28N2P2Ti",
  "method": "ωB97M-V/def2-TZVPD",
  "species": ["C", "C", "C", "C", "C", "C", "C", "C", "C", "C", "C", "C", "C", "H", "H", "H", "H", "H", "H", "H", "N", "Ti", "C", "H", "H", "C", "H", "H", "P", "P", "C", "H", "H", "H", "C", "H", "H", "H", "C", "H", "H", "H", "C", "H", "H", "H", "H", "H", "N", "H", "H", "H"],
  "positions_angstrom": [[-1.65478, 2.92392, -2.32606], [-1.35798, 1.73240, -1.65583], [0.00833, 1.41943, -1.47008], [1.04109, 2.33531, -1.73436], [0.72803, 3.46654, -2.49753], [-0.61299, 3.74320, -2.78958], [2.35091, 1.95672, -1.09335], [2.65525, 0.53563, -1.48414], [1.59926, -0.35413, -1.22006], [1.78031, -1.75818, -1.18516], [3.02172, -2.25328, -1.60129], [4.01527, -1.37164, -2.05697], [3.84570, 0.01660, -2.00084], [-2.70177, 3.21207, -2.46629], [1.52685, 4.11915, -2.85992], [-0.86305, 4.65004, -3.34326], [3.15228, 2.63302, -1.35707], [3.20771, -3.33049, -1.55050], [4.95839, -1.77874, -2.41703], [4.62109, 0.70029, -2.35897], [0.35454, 0.19599, -0.89409], [0.24570, 0.26643, 1.25434], [-2.39076, 0.84898, -0.98981], [-2.36887, -0.16455, -1.42093], [-3.40569, 1.25342, -1.08454], [0.70263, -2.61110, -0.55845], [-0.22724, -2.55969, -1.14712], [1.01123, -3.66170, -0.48444], [-2.11940, 0.68825, 0.82997], [0.29159, -2.10002, 1.17354], [1.36014, -3.25752, 2.09883], [1.03809, -3.27584, 3.14675], [1.28909, -4.26713, 1.66865], [2.39814, -2.91281, 2.05346], [-1.29306, -2.97662, 1.38356], [-1.09128, -4.05508, 1.32472], [-1.73023, -2.75477, 2.36296], [-2.02243, -2.71744, 0.61009], [-2.58961, 2.35546, 1.41262], [-3.52596, 2.67916, 0.93670], [-2.73168, 2.34262, 2.50207], [-1.80565, 3.08393, 1.17626], [-3.58277, -0.27025, 1.31628], [-3.61533, -0.35438, 2.40911], [-4.48541, 0.25160, 0.96726], [-3.55659, -1.27693, 0.88598], [2.14591, 1.91964, 0.07021], [1.55779, -0.69119, 1.61727], [-0.21804, 0.36260, 3.41572], [-0.97764, 1.00907, 3.64548], [0.55892, 0.61223, 4.03307], [-0.53773, -0.56024, 3.75275]],
  "orbital_gap_ev": [6.57, 6.63],
  "multiplicity": 2,
  "total_charge": 1
}

***

3.
{
  "formula": "C11H16Cl3NO2V",
  "method": "ωB97M-V/def2-TZVPD",
  "species": ["C", "C", "C", "C", "C", "C", "C", "C", "C", "C", "V", "Cl", "Cl", "Cl", "H", "H", "H", "H", "H", "H", "H", "H", "H", "H", "H", "H", "H", "H", "H", "O", "H", "O", "C", "N"],
  "positions_angstrom": [[0.22755, 1.02150, -1.29306], [0.29017, 1.38952, 0.05959], [-0.85399, 0.81349, 0.74495], [1.34398, 2.25159, 0.63861], [-1.70167, 0.22018, -0.23389], [-0.92620, 0.14178, -1.46978], [-0.95112, -0.92758, -2.34896], [1.14341, 1.40952, -2.39571], [-1.09316, 0.90799, 2.20243], [-3.11076, -0.23357, -0.14021], [0.25775, -1.06339, 0.04329], [2.48178, 1.81899, 3.97579], [2.56747, -0.72807, -0.57932], [-1.31016, -2.48275, 1.03860], [2.31445, 2.02360, 0.18116], [1.45399, 2.07580, 1.71861], [1.13085, 3.31920, 0.47690], [-0.14179, 0.79040, 2.73328], [-1.78161, 0.11880, 2.51688], [-1.50493, 1.88192, 2.49283], [-3.46032, -0.27195, 0.89634], [-3.18501, -1.23271, -0.57720], [-3.79754, 0.41198, -0.70946], [-1.87395, -1.50149, -2.40185], [0.41226, -2.94280, -1.81912], [-0.20040, -0.94866, -3.13896], [1.90928, 2.11594, -2.05542], [0.60449, 1.86848, -3.23888], [1.65680, 0.52229, -2.78365], [0.74069, -2.80901, -0.90286], [1.72565, -2.81220, -0.96772], [2.49005, -3.09524, 3.18525], [1.88258, -2.37752, 2.44704], [1.25939, -1.67600, 1.70448]],
  "orbital_gap_ev": [5.72, 5.82],
  "multiplicity": 2,
  "total_charge": -2
}

***

4.
{
  "formula": "C6H12NS",
  "method": "ωB97M-V/def2-TZVPD",
  "species": ["C", "N", "C", "C", "C", "C", "C", "S", "H", "H", "H", "H", "H", "H", "H", "H", "H", "H", "H", "H"],
  "positions_angstrom": [[-2.03792, -0.22361, 0.95278], [-0.93305, -0.73262, 0.13088], [-1.25217, -1.53739, -0.99049], [0.12679, 0.00055, 0.26160], [0.69065, 1.49968, 1.05091], [1.47381, 0.56364, 0.07710], [1.77684, 0.96279, -1.33180], [2.68416, -0.47042, 1.19261], [-1.54938, -0.09906, 1.88577], [-2.70343, 0.44976, 0.60076], [-2.75704, -1.04892, 0.96818], [-1.56555, -0.84815, -1.76891], [-0.41690, -2.00608, -1.40215], [-1.92022, -2.33389, -0.80432], [1.06701, 1.28147, 2.10952], [0.16361, 2.24014, 0.66129], [2.46008, 1.98567, -1.30258], [2.36565, 0.23245, -1.96179], [0.85693, 1.16189, -1.94958], [1.47012, -1.07791, 1.62022]],
  "orbital_gap_ev": 8.90,
  "total_charge": 1,
  "de_lowest_kcal_mol": 110.9
}

***

5.
{
  "formula": "C8H11FN2O2",
  "method": "ωB97M-V/def2-TZVPD",
  "species": ["C", "C", "C", "C", "C", "C", "C", "C", "N", "N", "O", "O", "F", "H", "H", "H", "H", "H", "H", "H", "H", "H", "H", "H"],
  "positions_angstrom": [[-2.16479, -0.18393, -0.88302], [-0.92794, -2.05724, 0.02726], [1.68516, -1.61926, -0.85006], [1.27307, -0.81495, 1.09743], [1.38346, 0.70060, -0.82953], [0.35222, -1.24912, -0.07188], [2.16890, -0.40329, -0.03910], [-1.29129, 1.33756, 0.85401], [0.11718, -0.01194, -0.89576], [-1.27565, 0.92869, -0.53348], [-2.06302, -1.40024, -0.10385], [-0.98887, -3.19862, 0.30557], [3.50707, -0.18746, 0.04853], [-1.87858, -0.35843, -1.99825], [-3.24795, 0.14215, -0.78407], [2.02664, -2.57794, -0.57684], [1.54672, -1.41571, -1.93059], [1.03862, -0.14992, 1.96113], [1.63570, -1.72599, 1.52029], [1.10418, 1.53202, -0.24597], [1.77930, 0.87469, -1.82115], [-1.07838, 0.35118, 1.32356], [-2.12063, 1.81910, 1.16241], [-0.36852, 1.93799, 0.98837]],
  "orbital_gap_ev": 10.10,
  "de_lowest_kcal_mol": 74.2
}

***

6.
{
  "formula": "C23H44NP3RuSe",
  "method": "ωB97M-V/def2-TZVPD",
  "species": ["Ru", "P", "P", "P", "H", "C", "C", "H", "C", "C", "C", "C", "C", "C", "C", "C", "C", "H", "H", "H", "H", "H", "H", "H", "H", "H", "H", "H", "H", "H", "H", "H", "H", "H", "H", "H", "H", "H", "H", "H", "H", "H", "H", "H", "H", "H", "C", "C", "C", "C", "C", "C", "Se", "H", "H", "H", "H", "H", "H", "C", "C", "C", "C", "N", "C", "C", "H", "H", "H", "H", "H", "H", "H"],
  "positions_angstrom": [[-0.07531, 0.01916, -0.11934], [-1.35778, -1.74566, 0.49603], [1.40356, -0.21865, 1.56312], [1.20065, -1.23391, -1.46115], [-3.35906, 4.35208, -6.72987], [-3.24665, 3.33559, -7.12938], [-3.93525, 2.30166, -6.62127], [-4.66953, 2.43331, -5.81716], [-2.88149, -1.41098, 1.45572], [-0.68898, -3.16186, 1.46859], [-2.09211, -2.54751, -0.99191], [2.70815, 1.06930, 1.71451], [0.64338, -0.10080, 3.22996], [2.49973, -1.68756, 1.80470], [0.56307, -1.10362, -3.16719], [1.45946, -3.05685, -1.30128], [2.94523, -0.68983, -1.71797], [-2.55491, 3.22993, -7.97690], [-3.81436, 1.27745, -6.98506], [-3.58538, -0.84494, 0.83426], [-2.64021, -0.82887, 2.34986], [-3.35870, -2.35026, 1.75719], [-0.28130, -2.79831, 2.42218], [0.09015, -3.69197, 0.90649], [-1.50734, -3.86668, 1.68375], [-2.67914, -1.79203, -1.53408], [-2.76884, -3.36133, -0.69556], [-1.32124, -2.94918, -1.65721], [3.44415, 0.74086, 2.46106], [2.28210, 2.02112, 2.04018], [3.20869, 1.22594, 0.75429], [1.37908, -0.40492, 3.98771], [-0.23662, -0.74627, 3.30981], [0.33523, 0.93064, 3.43240], [3.11088, -1.50437, 2.70266], [3.17168, -1.83696, 0.95339], [1.91835, -2.59999, 1.96114], [1.07237, -1.84625, -3.79411], [0.76175, -0.09482, -3.55113], [-0.51523, -1.29967, -3.18283], [2.07045, -3.38356, -2.15520], [0.51394, -3.61022, -1.32591], [2.00978, -3.29114, -0.38203], [3.44958, -1.43639, -2.34356], [3.48438, -0.58790, -0.76925], [2.96135, 0.27590, -2.24441], [0.36014, 2.53962, -3.07833], [-0.99376, 2.32181, -3.38224], [-1.47802, 2.82212, -4.59559], [-0.64841, 3.53457, -5.46500], [0.69583, 3.76093, -5.13405], [1.19277, 3.26417, -3.94060], [1.36521, 2.08862, -1.47227], [-0.08512, 1.75465, -0.94271], [-1.65317, 1.78544, -2.69869], [-2.51069, 2.65992, -4.89884], [-1.06151, 3.92636, -6.39085], [1.35927, 4.32544, -5.78353], [2.22700, 3.43624, -3.65675], [-2.22626, 4.68100, 4.00963], [-1.80029, 3.71057, 2.95304], [-0.55355, 3.83709, 2.35007], [-0.14492, 2.89963, 1.40586], [-0.90958, 1.85424, 1.02459], [-2.16128, 1.80663, 1.52034], [-2.62131, 2.67497, 2.51564], [-1.48931, 4.76362, 4.81313], [-2.32755, 5.67504, 3.56044], [-3.18397, 4.38939, 4.44380], [0.14100, 4.63006, 2.62453], [0.82895, 3.01361, 0.92220], [-2.82086, 1.02248, 1.14808], [-3.60779, 2.49382, 2.93705]],
  "orbital_gap_ev": [6.76, 4.09],
  "multiplicity": 5,
  "total_charge": 4,
  "de_lowest_kcal_mol": 0.0
}

***

7.
{
  "formula": "C22H49LaN2P3S2",
  "method": "ωB97M-V/def2-TZVPD",
  "species": ["La", "P", "P", "P", "H", "C", "C", "H", "C", "C", "C", "C", "C", "C", "C", "C", "C", "H", "H", "H", "H", "H", "H", "H", "H", "H", "H", "H", "H", "H", "H", "H", "H", "H", "H", "H", "H", "H", "H", "H", "H", "H", "H", "H", "H", "H", "C", "C", "C", "C", "C", "C", "S", "H", "H", "H", "H", "H", "H", "C", "C", "N", "C", "S", "N", "C", "C", "H", "H", "H", "H", "H", "H", "H", "H", "H", "H", "H", "H"],
  "positions_angstrom": [[0.43511, -2.09318, -0.38224], [2.04813, 0.39427, 0.26306], [-1.49877, -0.47631, 1.34815], [-1.28409, 2.69478, -3.12328], [0.88844, -3.73847, -4.93597], [0.71452, -2.65841, -5.02008], [1.72328, -1.78810, -5.12967], [2.69602, -1.86990, -4.63596], [3.53487, -0.33322, 1.05508], [1.66656, 1.72222, 1.46082], [2.83122, 1.39699, -1.04688], [-3.17044, -1.22015, 1.22219], [-1.11834, -0.85820, 3.10642], [-1.95597, 1.28765, 1.50828], [-1.88952, 3.77162, -4.43098], [-0.48306, 3.66654, -1.83328], [-2.67223, 1.80026, -2.40627], [-0.29158, -2.36777, -5.35429], [1.72269, -1.06670, -5.95646], [3.89726, -1.19397, 0.47746], [3.31125, -0.67955, 2.07374], [4.31248, 0.44246, 1.08627], [1.16146, 1.30784, 2.34219], [1.01012, 2.47027, 0.99751], [2.59658, 2.21406, 1.77997], [2.93121, 0.81912, -1.97208], [3.82589, 1.71189, -0.70398], [2.21774, 2.27853, -1.26965], [-3.79753, -0.87263, 2.05548], [-3.10067, -2.31577, 1.25081], [-3.63018, -0.92570, 0.26948], [-2.02270, -0.71211, 3.71478], [-0.32773, -0.19344, 3.47820], [-0.77485, -1.89862, 3.21359], [-2.72290, 1.40230, 2.28686], [-2.36068, 1.67147, 0.56433], [-1.08120, 1.88997, 1.77992], [-2.81392, 4.26538, -4.09754], [-2.08764, 3.16961, -5.33106], [-1.12608, 4.52726, -4.66667], [-0.94137, 4.66533, -1.80030], [0.58792, 3.76676, -2.06226], [-0.59772, 3.18085, -0.85274], [-3.44703, 2.52566, -2.12039], [-2.34966, 1.23254, -1.52142], [-3.08205, 1.10328, -3.15285], [0.45225, -0.77914, -2.91925], [-0.85690, -1.28729, -2.70412], [-1.07200, -2.66736, -2.45820], [0.03326, -3.55413, -2.39985], [1.35251, -3.03520, -2.46646], [1.56530, -1.62247, -2.50888], [0.79060, 0.53028, -4.05217], [-0.20928, 1.50762, -3.79860], [-1.70210, -0.62418, -2.90367], [-2.09419, -3.06252, -2.37841], [-0.12357, -4.63790, -2.30955], [2.21486, -3.71245, -2.53096], [2.57255, -1.22769, -2.63296], [-1.20389, -4.23661, 4.96462], [0.08157, -4.66401, 4.29636], [0.32148, -3.83679, 3.07374], [1.61693, -3.60997, 2.65596], [2.09041, -3.92171, 1.03343], [2.49273, -3.12535, 3.54630], [2.10742, -2.34361, 4.73557], [3.20014, -1.34928, 5.09323], [-1.18145, -3.18002, 5.25618], [-1.34434, -4.83389, 5.87006], [-2.07218, -4.40439, 4.31818], [0.93657, -4.56663, 4.96795], [0.01889, -5.71764, 3.98258], [-0.25149, -4.19280, 2.30186], [3.43418, -2.98607, 3.17315], [1.14651, -1.82992, 4.56951], [1.94904, -3.04439, 5.56812], [3.32818, -0.58458, 4.31629], [2.92256, -0.83858, 6.02112], [4.15930, -1.85443, 5.26119]],
  "orbital_gap_ev": 4.72,
  "total_charge": 3,
  "de_lowest_kcal_mol": 62.2
}

***

Which formula does entry 7 have?
C22H49LaN2P3S2